Entry 1:
A structure of composition C42H30AgF9NO2P, computed with the ωB97M-V functional and the def2-TZVPD basis.

Cartesian coordinates (Å):
Ag -0.233 -0.670 -1.575
F -1.449 -2.748 7.639
C -0.350 -3.173 6.962
F 0.708 -2.799 7.724
F -0.386 -4.520 6.991
C -0.283 -2.621 5.589
C -0.406 -3.443 4.474
C -0.368 -2.889 3.208
C -0.214 -1.515 3.019
C -0.073 -0.706 4.154
C -0.111 -1.247 5.420
P -0.282 -0.887 1.279
C -1.908 -0.061 1.433
C -2.197 1.130 2.098
C -3.481 1.637 2.104
C -4.509 0.951 1.466
C -4.244 -0.253 0.824
C -2.953 -0.745 0.811
C -5.866 1.554 1.448
F -6.290 1.901 2.696
F -6.804 0.727 0.944
F -5.922 2.692 0.719
C 1.010 0.398 1.428
C 2.271 -0.054 1.833
C 3.339 0.811 1.928
C 3.166 2.155 1.611
C 1.936 2.611 1.160
C 0.867 1.734 1.064
C 4.310 3.088 1.798
F 4.618 3.243 3.120
F 4.067 4.329 1.322
F 5.447 2.661 1.209
H -0.520 -4.510 4.612
H -0.449 -3.519 2.330
H 0.077 0.360 4.029
H -0.004 -0.617 6.296
H -1.415 1.679 2.606
H -3.698 2.578 2.594
H -5.042 -0.783 0.322
H -2.725 -1.655 0.269
H 2.409 -1.106 2.056
H 4.317 0.451 2.223
H 1.819 3.648 0.874
H -0.075 2.078 0.659
C 5.376 -0.290 -0.957
C 4.264 0.520 -1.260
C 3.029 -0.043 -1.442
C 2.816 -1.443 -1.346
C 1.496 -2.013 -1.514
C 1.444 -3.393 -1.475
C 2.576 -4.210 -1.271
C 3.811 -3.661 -1.065
C 3.965 -2.257 -1.091
C 5.228 -1.646 -0.881
H 6.347 0.171 -0.803
H 4.388 1.593 -1.356
H 2.184 0.580 -1.700
H 0.485 -3.893 -1.607
H 2.457 -5.292 -1.264
H 4.682 -4.289 -0.899
H 6.085 -2.281 -0.669
C -2.057 -1.656 -2.768
C -2.264 -0.832 -3.925
C -1.753 -1.180 -5.201
C -1.936 -0.370 -6.305
C -2.646 0.825 -6.209
C -3.162 1.192 -4.967
C -2.979 0.392 -3.856
H -1.847 -2.702 -2.991
H -2.827 -1.534 -2.004
H -1.181 -2.098 -5.294
H -1.522 -0.668 -7.264
H -2.785 1.461 -7.077
H -3.712 2.125 -4.877
H -3.369 0.705 -2.893
O -1.499 1.331 -1.054
C -0.883 2.033 -1.874
C -1.221 3.507 -2.117
C -0.114 3.949 -3.060
C 0.650 2.636 -3.355
O 1.589 2.590 -4.129
N 0.134 1.610 -2.621
H -1.254 4.049 -1.169
H -2.216 3.556 -2.564
H 0.583 4.651 -2.597
H -0.465 4.383 -3.996

Multiplicity: 1
Relative energy (zero: lowest compared OMol25 entry of this formula, charge and spin), kcal per mole: 42.64
HOMO energy, hartree: -0.0043
Total charge: -2
Frontier orbital gap, eV: 4.032

Mulliken population analysis, charges in e, atoms 1 to 6: atom 1 (Ag): -0.056, atom 2 (F): -0.271, atom 3 (C): 0.851, atom 4 (F): -0.273, atom 5 (F): -0.296, atom 6 (C): 0.432

---

Entry 2:
A cluster of 7 separate species, C28H48Cl12NO7P in total, computed with the ωB97M-V functional and the def2-TZVPD basis.

Cartesian coordinates (Å):
C 4.017 -0.462 1.284
C 3.788 -1.942 1.133
O 3.305 -2.351 -0.172
P 1.782 -2.092 -0.497
O 1.063 -1.267 0.486
C 1.827 -1.409 -2.171
C 2.620 -0.077 -2.215
C 1.771 1.060 -2.823
N 1.649 2.268 -2.001
O 2.796 3.050 -1.985
C 1.184 2.030 -0.698
O 1.693 2.489 0.288
O 0.156 1.183 -0.717
C -0.805 1.401 0.313
C -1.826 0.279 0.370
O -1.993 -0.277 1.433
C -2.633 -0.098 -0.830
C -3.747 -0.881 -0.591
C -4.562 -1.241 -1.646
C -4.282 -0.833 -2.943
C -3.144 -0.076 -3.169
C -2.313 0.301 -2.122
O 1.057 -3.515 -0.627
C -0.205 -3.485 -1.310
C -0.104 -4.081 -2.716
H 4.350 -0.296 2.305
H 4.781 -0.095 0.605
H 3.116 0.126 1.148
H 4.753 -2.428 1.236
H 3.178 -2.337 1.934
H 2.378 -2.140 -2.759
H 0.833 -1.303 -2.584
H 2.987 0.184 -1.226
H 3.507 -0.231 -2.819
H 0.763 0.724 -3.024
H 2.198 1.354 -3.778
H 3.591 2.504 -2.071
H -0.357 1.508 1.292
H -1.342 2.322 0.074
H -3.957 -1.192 0.413
H -5.427 -1.855 -1.444
H -4.947 -1.112 -3.742
H -2.900 0.255 -4.166
H -1.444 0.894 -2.324
H -0.897 -4.103 -0.751
H -0.656 -2.496 -1.336
H 0.887 -4.520 -2.801
H -0.809 -4.892 -2.847
H -0.213 -3.339 -3.499
Cl 0.481 -0.640 5.765
C 0.042 -1.105 4.096
C 0.149 -2.587 3.872
Cl 1.835 -3.166 3.905
H 0.681 -0.553 3.413
H -0.987 -0.787 3.936
H -0.252 -2.824 2.886
H -0.406 -3.150 4.618
Cl 2.399 4.808 -6.265
C 3.378 4.995 -4.783
C 4.814 4.598 -4.998
Cl 4.996 2.841 -5.264
H 2.913 4.404 -3.998
H 3.326 6.044 -4.498
H 5.398 4.847 -4.113
H 5.249 5.110 -5.853
Cl -4.824 -1.490 2.554
C -5.290 -1.214 4.252
C -4.067 -1.174 5.128
Cl -3.289 -2.771 5.252
H -5.984 -1.994 4.554
H -5.806 -0.257 4.294
H -4.333 -0.872 6.139
H -3.333 -0.471 4.740
Cl -3.155 -4.509 0.056
C -3.464 -4.947 1.756
C -2.605 -6.105 2.202
Cl -3.064 -7.630 1.401
H -4.522 -5.171 1.858
H -3.240 -4.067 2.356
H -2.725 -6.259 3.272
H -1.553 -5.921 1.995
Cl 3.298 3.047 10.008
C 2.854 2.571 8.348
C 2.963 1.086 8.130
Cl 4.655 0.523 8.159
H 3.491 3.121 7.660
H 1.824 2.887 8.192
H 2.561 0.828 7.152
H 2.413 0.531 8.885
Cl -3.570 7.432 -7.283
C -1.890 7.049 -6.824
C -1.677 5.572 -6.619
Cl -2.528 4.962 -5.175
H -1.650 7.612 -5.927
H -1.252 7.399 -7.634
H -0.618 5.371 -6.470
H -2.020 4.998 -7.476

Multiplicity: 1
HOMO energy, hartree: -0.3596
Frontier orbital gap, eV: 9.857
Structure (SMILES): CCOP(=O)(CCCN(O)C(=O)OCC(=O)c1ccccc1)OCC.ClCCCl.ClCCCl.ClCCCl.ClCCCl.ClCCCl.ClCCCl

Mulliken population analysis, charges in e, atoms 1 to 6: atom 1 (C): -0.979, atom 2 (C): 0.274, atom 3 (O): -0.449, atom 4 (P): 0.155, atom 5 (O): -0.002, atom 6 (C): -0.608

---

Entry 3:
A structure of composition C33H14BF21GeN7O3RhS2Sb, computed with the ωB97M-V functional and the def2-TZVPD basis.

Cartesian coordinates (Å):
Rh -1.271 -0.156 -0.110
B -3.770 -0.992 0.854
N -4.111 0.428 0.415
C -5.239 1.135 0.328
C -4.934 2.365 -0.229
C -3.562 2.315 -0.464
N -3.095 1.137 -0.073
N -3.672 -1.837 -0.409
C -4.221 -3.005 -0.761
C -3.730 -3.352 -2.003
C -2.865 -2.311 -2.347
N -2.838 -1.414 -1.373
H -2.557 -0.833 1.208
H -4.472 -1.439 1.680
H -6.176 0.735 0.660
H -5.602 3.174 -0.437
H -2.920 3.075 -0.864
H -4.903 -3.525 -0.117
H -3.946 -4.234 -2.568
H -2.296 -2.182 -3.245
F -2.025 3.186 1.910
C -1.248 4.100 2.521
C 0.055 4.228 2.076
C 0.818 5.230 2.646
F 2.052 5.443 2.184
C 0.324 6.044 3.660
F 1.078 7.005 4.191
C -0.976 5.857 4.120
F -1.455 6.617 5.100
C -1.780 4.883 3.534
F -3.039 4.715 3.943
Ge 0.722 2.916 0.699
S -0.001 1.020 1.559
C -0.081 3.549 -1.048
C -0.525 2.761 -2.093
F -0.677 1.433 -1.913
C -0.859 3.290 -3.336
F -1.260 2.481 -4.315
C -0.782 4.665 -3.541
F -1.110 5.192 -4.716
C -0.375 5.490 -2.493
F -0.326 6.810 -2.658
C -0.018 4.913 -1.283
F 0.419 5.692 -0.282
C 2.667 3.221 0.463
C 3.306 3.526 -0.719
F 2.595 3.644 -1.846
C 4.680 3.741 -0.756
F 5.280 4.054 -1.901
C 5.424 3.641 0.416
F 6.731 3.878 0.394
C 4.797 3.302 1.616
F 5.502 3.194 2.739
C 3.429 3.091 1.609
F 2.768 2.763 2.728
O 1.824 -7.536 -3.393
S 2.371 -8.523 -2.511
O 3.783 -8.473 -2.242
O 1.708 -9.797 -2.463
C 1.845 -7.882 -0.791
N 2.046 -8.699 0.189
C 1.698 -8.229 1.386
C 1.176 -6.952 1.532
C 1.003 -6.173 0.381
N 1.360 -6.697 -0.805
C 0.444 -4.826 0.348
C 0.414 -4.133 -0.866
C -0.159 -2.879 -0.902
N -0.675 -2.303 0.182
C -0.624 -2.935 1.350
C -0.086 -4.198 1.478
H 1.832 -8.901 2.223
H 0.918 -6.579 2.509
H 0.828 -4.585 -1.754
H -0.210 -2.314 -1.824
H -1.035 -2.421 2.208
H -0.100 -4.683 2.439
F 1.006 -0.288 -1.003
Sb 2.902 -0.748 -0.602
F 4.706 -1.004 -0.147
F 2.745 0.490 0.853
F 3.339 0.739 -1.709
F 2.287 -2.120 0.585
F 2.724 -2.012 -2.009

Multiplicity: 2
Relative energy (zero: lowest compared OMol25 entry of this formula, charge and spin), kcal per mole: 92.36
HOMO energy (spin up / spin down), hartree: -0.2667 / -0.2667
Frontier orbital gap (spin up / spin down), eV: 2.155 / 1.850

Mulliken population analysis, charges in e, atoms 1 to 6: atom 1 (Rh): 0.598, atom 2 (B): 0.640, atom 3 (N): -0.352, atom 4 (C): -0.336, atom 5 (C): -1.203, atom 6 (C): -0.711

---

Entry 4:
A structure of composition C47H44AsFN6O4PPtS4Sb, computed with the ωB97M-V functional and the def2-TZVPD basis.

Cartesian coordinates (Å):
Pt -3.737 -0.405 -0.271
F 1.979 -3.058 3.971
C 1.358 -1.860 4.123
C 0.213 -1.626 3.411
C -0.480 -0.433 3.557
C -1.691 -0.204 2.715
O -2.072 -1.099 1.981
C -2.312 1.099 2.896
C -1.831 1.917 3.862
N -0.728 1.688 4.641
C -0.365 2.616 5.679
C 0.842 3.496 5.502
C -0.540 4.082 5.466
C -0.005 0.517 4.464
C 1.189 0.280 5.149
C 1.891 -0.903 4.985
N 3.148 -1.046 5.644
C 4.071 -2.108 5.258
C 5.441 -1.789 5.891
N 5.452 -0.318 6.192
C 4.536 -0.034 7.349
C 3.218 -0.782 7.074
C -3.435 1.727 2.073
O -4.074 2.621 2.616
O -3.556 1.393 0.846
H -0.175 -2.380 2.735
H -2.357 2.842 4.045
H -0.558 2.239 6.678
H 1.373 3.431 4.561
H 1.470 3.686 6.364
H -0.912 4.422 4.510
H -0.881 4.666 6.308
H 1.588 1.051 5.795
H 4.153 -2.112 4.173
H 3.753 -3.103 5.575
H 6.255 -2.032 5.214
H 5.596 -2.315 6.830
H 5.040 0.144 5.376
H 6.390 0.042 6.355
H 4.396 1.043 7.405
H 5.017 -0.378 8.262
H 2.379 -0.173 7.390
H 3.185 -1.716 7.648
S -7.508 -3.734 -0.408
Sb -5.304 -3.632 0.035
S -5.147 -1.178 1.185
S -4.286 -2.164 -1.608
S -4.241 -5.551 -0.577
C -1.197 0.792 -2.738
C 0.199 0.556 -3.304
As 0.735 1.967 -4.575
C 2.512 1.241 -4.945
C 3.545 2.153 -5.146
C 4.842 1.721 -5.397
C 5.121 0.363 -5.450
C 4.100 -0.559 -5.250
C 2.806 -0.122 -4.996
C -0.256 1.371 -6.143
C -1.550 1.874 -6.276
C -2.348 1.500 -7.348
C -1.855 0.626 -8.305
C -0.558 0.142 -8.197
C 0.242 0.516 -7.123
P -1.561 -0.222 -1.249
C -0.247 0.371 -0.127
C -0.479 1.596 0.504
C 0.499 2.178 1.298
C 1.723 1.544 1.467
C 1.964 0.330 0.836
C 0.984 -0.258 0.045
C -1.084 -1.908 -1.678
C -0.785 -2.803 -0.648
C -0.549 -4.137 -0.932
C -0.628 -4.591 -2.243
C -0.978 -3.717 -3.260
C -1.215 -2.378 -2.981
H -1.972 0.592 -3.479
H -1.324 1.826 -2.404
H 0.246 -0.415 -3.788
H 0.961 0.578 -2.523
H 3.330 3.214 -5.107
H 5.633 2.444 -5.554
H 6.130 0.022 -5.649
H 4.309 -1.620 -5.299
H 2.025 -0.856 -4.845
H -1.940 2.558 -5.530
H -3.355 1.887 -7.432
H -2.481 0.320 -9.134
H -0.164 -0.528 -8.951
H 1.255 0.141 -7.059
H -1.435 2.089 0.367
H 0.308 3.134 1.772
H 2.492 2.003 2.078
H 2.924 -0.160 0.940
H 1.185 -1.198 -0.450
H -0.793 -2.453 0.381
H -0.332 -4.830 -0.130
H -0.453 -5.637 -2.464
H -1.101 -4.075 -4.275
H -1.556 -1.725 -3.777
N -6.264 0.982 -1.854
C -5.177 0.648 -2.575
O -3.987 0.840 -2.078
C -5.316 0.139 -3.858
C -4.169 -0.415 -4.495
N -3.219 -0.862 -4.974
C -6.578 0.158 -4.518
N -7.600 0.211 -5.050
H -7.183 0.702 -2.150
H -6.123 1.274 -0.900

Multiplicity: 1
HOMO energy (spin up / spin down), hartree: -0.2391 / -0.2391
Frontier orbital gap (spin up / spin down), eV: 4.349 / 4.348

Mulliken population analysis, charges in e, atoms 1 to 6: atom 1 (Pt): 3.716, atom 2 (F): -0.401, atom 3 (C): 0.557, atom 4 (C): -0.382, atom 5 (C): 0.080, atom 6 (C): 0.807

---

> What is the formula in the first record?

C42H30AgF9NO2P